Here is a molecular structure, C6H5NS from the Open Molecules 2025 dataset. Energies are from ωB97M-V/def2-TZVPD.

CARTESIAN COORDINATES (ANGSTROEM)
C: 0.949 -0.908 -0.080
C: 0.701 0.559 -0.053
C: 2.392 -1.176 -0.064
C: -0.703 1.095 -0.154
C: -1.770 0.117 0.168
C: -0.067 -1.736 0.012
N: 1.732 1.302 0.049
S: 3.129 0.321 0.064
H: -0.755 1.952 0.526
H: -0.819 1.449 -1.184
H: -2.050 -0.029 1.195
H: -2.479 -0.170 -0.583
H: -0.260 -2.775 0.104

Properties
E_LUMO (alpha / beta) in eV: -0.82 / -0.84
Energy above the lowest of the compared OMol25 structures with the same formula, charge and spin in eV: 5.054
Energy in eV: -18621.993
Kohn-Sham gap (alpha / beta) in eV: 7.92 / 7.90
Spin multiplicity: 1
Maximum force in eV/Å: 3.68
HOMO (alpha / beta) in eV: -8.74 / -8.74